(1)
Molecular formula: C38H80N4O6
Method: DFT, wB97M-V/def2-TZVPD

XYZ file:
```
128
C38H80N4O6 wB97M-V/def2-TZVPD
O 2.245 0.554 -0.893
C 1.138 -0.204 -0.628
C 0.496 -0.102 0.769
O 1.161 -0.721 1.784
H 1.371 -1.278 -0.837
H 0.312 0.098 -1.356
H -0.572 -0.501 0.714
H 0.386 0.984 1.028
C 3.586 4.685 2.037
C 2.586 4.795 0.902
C 2.294 6.292 0.731
C 1.552 6.650 -0.544
C 2.411 6.174 -1.711
C 2.664 4.673 -1.641
N 3.233 4.360 -0.343
O 3.635 3.012 -0.204
C 1.391 3.893 -2.052
C 3.739 4.357 -2.702
C 1.309 4.004 1.213
H 4.424 5.371 1.929
H 3.879 3.649 2.222
H 3.110 4.907 3.005
H 1.777 6.717 1.602
H 3.217 6.884 0.795
H 1.368 7.729 -0.606
H 0.555 6.199 -0.581
H 3.302 6.808 -1.625
H 2.008 6.391 -2.707
H 0.444 4.352 -1.746
H 1.276 3.830 -3.137
H 1.400 2.878 -1.637
H 3.301 4.276 -3.695
H 4.558 5.079 -2.635
H 4.243 3.417 -2.467
H 1.444 3.236 1.970
H 0.753 3.662 0.348
H 0.619 4.698 1.724
H 2.879 2.490 -0.569
C -0.830 2.260 3.321
C -1.371 1.818 4.710
C -2.397 2.796 5.239
C -3.819 2.650 4.666
C -4.238 1.199 4.745
C -3.250 0.217 4.092
N -1.930 0.443 4.653
O -0.992 -0.492 4.160
C -3.779 -1.169 4.493
C -3.462 0.371 2.563
C -0.159 1.749 5.631
H -1.650 2.243 2.607
H -0.040 1.544 3.085
H -0.426 3.269 3.380
H -2.442 2.853 6.332
H -2.129 3.831 4.983
H -3.793 2.991 3.631
H -4.405 3.270 5.348
H -5.286 1.101 4.450
H -4.247 0.891 5.805
H -3.431 -1.373 5.510
H -4.869 -1.157 4.595
H -3.505 -1.967 3.811
H -2.627 -0.049 1.994
H -4.431 0.030 2.191
H -3.508 1.418 2.241
H 0.482 2.615 5.428
H 0.486 0.881 5.507
H -0.383 1.776 6.705
H -0.941 -0.406 3.191
C 0.298 -1.846 -7.786
C 0.469 -0.549 -6.921
C -0.191 -0.873 -5.565
C 0.704 -1.633 -4.609
C 2.041 -0.930 -4.412
C 2.758 -0.479 -5.682
N 1.852 -0.197 -6.794
O 2.434 0.290 -7.968
C 3.499 0.811 -5.339
C 3.777 -1.524 -6.169
C -0.344 0.586 -7.563
H 0.674 -1.607 -8.795
H -0.762 -2.064 -7.863
H 1.023 -2.608 -7.498
H -0.706 -0.012 -5.132
H -0.990 -1.580 -5.814
H 0.888 -2.602 -5.104
H 0.316 -1.878 -3.622
H 2.764 -1.460 -3.794
H 1.779 -0.066 -3.789
H 4.258 0.630 -4.570
H 4.030 1.235 -6.195
H 2.841 1.568 -4.914
H 3.324 -2.363 -6.712
H 4.500 -1.039 -6.829
H 4.311 -2.032 -5.361
H 0.030 0.988 -8.499
H -0.334 1.335 -6.766
H -1.398 0.312 -7.663
H 2.715 -0.498 -8.454
C -1.531 -5.204 0.160
C -2.119 -4.499 1.381
C -3.489 -5.166 1.664
C -3.417 -6.577 2.294
C -2.486 -6.546 3.491
C -1.121 -5.817 3.304
N -1.358 -4.576 2.612
O -0.193 -3.757 2.542
C -0.754 -5.457 4.744
C -0.068 -6.747 2.699
C -2.474 -3.042 1.135
H -1.325 -6.259 0.327
H -0.632 -4.691 -0.203
H -2.193 -5.148 -0.710
H -4.095 -4.542 2.321
H -3.964 -5.340 0.696
H -3.070 -7.316 1.568
H -4.459 -6.732 2.586
H -2.240 -7.536 3.892
H -3.021 -6.042 4.301
H -1.446 -4.797 5.262
H -0.534 -6.309 5.394
H 0.189 -4.894 4.696
H -0.437 -7.422 1.923
H 0.689 -6.140 2.201
H 0.342 -7.358 3.503
H -1.594 -2.510 0.755
H -2.730 -2.527 2.055
H -3.278 -2.887 0.413
H 0.126 -3.975 1.656
```

As for the energy above the lowest of the compared OMol25 structures with the same formula, charge and spin: 18.1 kcal per mole. The net charge is -2. The value obtained for the calculated total energy is -2165.99479 a.u.

(2)
Molecular formula: C38H81F3N4O6S
Method: DFT, wB97M-V/def2-TZVPD

XYZ file:
```
133
C38H81F3N4O6S wB97M-V/def2-TZVPD
C -0.577 0.532 -5.448
C -1.802 -0.311 -4.965
C -2.319 0.206 -3.560
N -3.357 -0.676 -2.853
C -3.699 0.179 -1.554
C -4.656 -0.599 -0.550
C -4.154 -2.094 -0.290
C -3.837 -2.824 -1.590
C -2.832 -2.111 -2.527
C -4.585 -0.687 -3.768
H -0.334 0.184 -6.452
H 0.283 0.412 -4.789
H -0.822 1.589 -5.551
H -1.439 -1.312 -4.731
H -2.697 -0.418 -5.577
H -2.757 1.185 -3.759
H -1.417 0.302 -2.957
H -2.791 0.322 -0.967
H -4.118 1.122 -1.903
H -4.602 -0.073 0.403
H -5.704 -0.435 -0.803
H -3.308 -2.216 0.387
H -4.969 -2.701 0.103
H -3.521 -3.816 -1.268
H -4.679 -2.926 -2.274
H -1.807 -1.995 -2.175
H -2.644 -2.653 -3.454
H -5.407 -1.026 -3.137
H -4.470 -1.361 -4.616
H -4.940 0.309 -4.031
C -0.477 -2.782 2.244
C 0.623 -2.534 3.251
C 0.624 -1.155 3.954
N 1.912 -0.816 4.713
C 3.141 -0.759 3.752
C 3.007 0.371 2.777
C 2.756 1.805 3.387
C 1.546 1.777 4.396
C 1.671 0.575 5.396
C 2.188 -1.818 5.844
H -0.401 -3.736 1.723
H -0.486 -2.072 1.417
H -1.474 -2.714 2.680
H 1.621 -2.743 2.867
H 0.539 -3.170 4.132
H -0.181 -0.952 4.660
H 0.493 -0.310 3.277
H 3.284 -1.655 3.148
H 3.977 -0.517 4.408
H 2.193 0.201 2.073
H 3.912 0.341 2.169
H 2.539 2.484 2.562
H 3.660 2.089 3.924
H 0.582 1.802 3.888
H 1.586 2.585 5.126
H 0.732 0.501 5.945
H 2.438 0.889 6.103
H 3.092 -1.437 6.320
H 2.425 -2.667 5.203
H 1.332 -1.982 6.499
C -1.207 3.681 -2.790
C -1.212 4.122 -1.288
C -2.512 4.777 -0.829
N -3.015 4.517 0.579
C -3.443 3.035 0.495
C -3.954 2.562 1.872
C -2.846 2.716 2.967
C -2.274 4.122 3.064
C -1.862 4.701 1.635
C -4.159 5.491 0.954
H -2.171 3.294 -3.119
H -0.548 2.850 -3.042
H -0.887 4.493 -3.442
H -0.411 4.804 -1.005
H -1.068 3.160 -0.796
H -3.354 4.651 -1.509
H -2.383 5.858 -0.882
H -2.613 2.432 0.129
H -4.177 2.976 -0.309
H -4.290 1.527 1.798
H -4.852 3.106 2.164
H -2.007 2.028 2.863
H -3.202 2.341 3.926
H -1.452 4.162 3.779
H -3.037 4.726 3.556
H -1.013 4.049 1.433
H -1.511 5.733 1.607
H -3.798 6.519 0.903
H -4.597 5.186 1.905
H -4.908 5.170 0.230
C 3.029 -7.547 -1.311
C 2.355 -6.097 -1.527
C 3.400 -4.942 -1.507
N 2.858 -3.512 -1.502
C 2.107 -3.373 -2.812
C 1.741 -1.820 -3.004
C 2.998 -0.889 -2.961
C 3.732 -1.180 -1.667
C 4.067 -2.607 -1.469
C 1.946 -3.278 -0.257
H 2.293 -8.339 -1.446
H 3.305 -7.751 -0.277
H 3.850 -7.794 -1.985
H 1.603 -5.999 -0.744
H 1.868 -6.113 -2.502
H 4.011 -5.029 -2.405
H 4.116 -5.047 -0.692
H 2.590 -3.923 -3.619
H 1.148 -3.852 -2.615
H 1.222 -1.657 -3.948
H 0.949 -1.455 -2.350
H 3.623 -1.188 -3.802
H 2.748 0.172 -2.985
H 4.607 -0.540 -1.553
H 3.162 -0.758 -0.839
H 4.779 -2.912 -2.236
H 4.423 -2.716 -0.444
H 1.694 -2.231 -0.089
H 2.495 -3.602 0.627
H 1.061 -3.889 -0.439
O 0.879 1.480 -0.590
C 0.001 0.698 0.012
O -0.390 -0.378 -0.465
O -0.417 1.088 1.089
H 0.848 2.032 0.195
C 4.302 3.212 -0.417
F 3.007 3.490 -0.166
F 4.515 1.901 -0.555
F 4.636 3.720 -1.635
S 5.483 3.923 0.996
O 4.980 3.358 2.244
O 6.817 3.419 0.569
O 5.430 5.426 1.054
```

The net charge is +2. The value obtained for the calculated total energy is -2864.08372 a.u.

(3)
Molecular formula: C38H81N10O5P2S
Method: DFT, wB97M-V/def2-TZVPD

XYZ file:
```
137
C38H81N10O5P2S wB97M-V/def2-TZVPD
C 8.985 -1.391 2.562
C 7.761 -1.895 2.366
C 7.511 -3.175 1.586
C 6.433 -3.057 0.482
C 7.010 -2.165 -0.649
C 8.304 -2.687 -1.347
C 9.612 -1.979 -0.902
C 10.666 -2.211 -2.025
C 12.114 -2.391 -1.505
C 12.954 -1.117 -1.705
C 14.469 -1.381 -1.494
C 14.936 -1.067 -0.038
C 16.086 -0.058 0.039
O 17.241 -0.655 0.602
C 18.274 0.289 0.823
C 5.232 -2.304 1.113
S 4.575 -3.333 2.531
N 4.323 -2.428 -0.067
C 2.949 -1.929 0.157
C 2.028 -1.887 -1.089
C 0.592 -2.255 -0.650
C 0.018 -1.321 0.416
N -0.480 -0.049 -0.127
C -0.531 0.364 -1.422
C -1.121 1.613 -1.366
C -1.394 1.925 -0.022
C -0.965 0.862 0.755
C 4.511 -3.714 -0.453
N 3.742 -4.445 -1.285
N 5.657 -4.251 0.067
C 6.331 -5.254 -0.767
C 7.441 -6.012 -0.059
O 8.450 -6.383 -0.613
O 7.223 -6.217 1.259
H 9.156 -0.900 3.516
H 9.754 -1.417 1.798
H 6.946 -1.344 2.838
H 7.268 -3.933 2.336
H 8.492 -3.467 1.196
H 7.240 -1.198 -0.191
H 6.285 -1.948 -1.438
H 8.201 -2.467 -2.414
H 8.485 -3.757 -1.228
H 9.457 -0.917 -0.699
H 9.999 -2.521 -0.035
H 10.564 -1.459 -2.813
H 10.378 -3.168 -2.481
H 12.571 -3.179 -2.110
H 12.079 -2.666 -0.448
H 12.809 -0.712 -2.711
H 12.619 -0.369 -0.976
H 14.646 -2.440 -1.698
H 15.042 -0.784 -2.207
H 14.071 -0.707 0.527
H 15.261 -2.007 0.417
H 16.343 0.323 -0.962
H 15.782 0.802 0.655
H 17.931 1.324 0.709
H 18.693 0.143 1.822
H 19.074 0.143 0.085
H 5.374 -1.257 1.358
H 3.456 -3.904 2.040
H 2.423 -2.466 0.951
H 3.047 -0.896 0.499
H 1.979 -0.868 -1.484
H 2.362 -2.514 -1.911
H 0.615 -3.274 -0.242
H -0.095 -2.279 -1.499
H 0.688 -1.127 1.258
H -0.855 -1.835 0.838
H -0.169 -0.213 -2.253
H -1.346 2.234 -2.221
H -1.849 2.825 0.364
H -0.993 0.748 1.825
H 3.486 -4.110 -2.197
H 3.443 -5.361 -0.994
H 5.611 -6.013 -1.084
H 6.709 -4.799 -1.685
H 8.076 -6.268 1.714
O -5.752 2.360 -2.651
P -6.761 1.403 -2.046
N -7.224 2.331 -0.666
C -6.280 2.640 0.394
C -7.979 3.521 -1.033
N -5.683 0.105 -1.736
C -5.387 -0.452 -0.437
C -4.501 0.028 -2.586
N -8.122 0.272 -1.778
C -8.913 0.074 -3.005
C -9.019 0.310 -0.633
H -6.802 3.145 1.211
H -5.452 3.278 0.061
H -5.870 1.734 0.837
H -8.817 3.247 -1.687
H -7.360 4.253 -1.565
H -8.410 4.001 -0.152
H -4.629 0.137 0.096
H -5.000 -1.471 -0.543
H -6.274 -0.537 0.191
H -3.715 0.713 -2.244
H -4.745 0.276 -3.617
H -4.093 -0.987 -2.594
H -9.521 0.954 -3.242
H -9.573 -0.791 -2.913
H -8.247 -0.115 -3.853
H -9.714 1.159 -0.654
H -8.477 0.333 0.308
H -9.614 -0.609 -0.632
O -10.906 4.365 2.071
P -12.331 3.858 1.943
N -12.771 4.671 0.481
C -12.856 6.120 0.412
C -12.048 4.149 -0.666
N -12.952 4.537 3.386
C -14.024 5.502 3.467
C -11.991 4.773 4.459
N -13.797 2.836 1.852
C -13.471 1.406 1.994
C -14.857 2.987 0.867
H -13.243 6.417 -0.567
H -11.890 6.615 0.570
H -13.574 6.510 1.130
H -12.151 3.057 -0.714
H -10.978 4.385 -0.612
H -12.450 4.543 -1.602
H -13.666 6.524 3.290
H -14.478 5.479 4.462
H -14.833 5.286 2.769
H -11.433 5.706 4.310
H -11.274 3.958 4.527
H -12.505 4.828 5.421
H -12.983 1.010 1.096
H -14.367 0.816 2.192
H -12.792 1.260 2.841
H -14.562 2.670 -0.140
H -15.219 4.010 0.814
H -15.705 2.369 1.178
```

The net charge is +1. The value obtained for the calculated total energy is -3500.69488 a.u.

Values of maximum force, in order: 2.3, 4.2, 6.2, all in eV/Å.
Values of highest occupied orbital energy, in order: 0.729, -10.697, -9.109, all in eV.
Values of HOMO-LUMO gap, in order: 0.1148, 0.2402, 0.2030, all in Ha.